38
Properties=species:S:1:pos:R:3 method="wB97M-V/def2-TZVPD" total_energy_ev=-27023.241 total_charge=-1 largest_force_ev_per_a=8.2 e_above_lowest_kcal_mol=95.3 homo_energy_ev=-5.91
O -2.529 -0.718 0.591
H -0.272 3.387 3.226
H -3.099 2.424 0.351
O -1.256 1.360 0.207
H -0.427 1.379 0.611
H 0.115 1.980 2.601
O 0.145 -1.914 0.105
H -2.465 -3.332 0.453
O 1.108 -3.795 2.204
H 0.251 -4.034 1.983
H 1.342 -3.152 2.788
O -0.727 4.074 0.246
H -3.413 -0.505 0.473
H 0.064 3.422 0.311
O 2.627 -0.462 -0.517
H 1.691 -0.776 -0.464
H 2.654 -0.006 -1.380
O -0.424 2.426 3.135
H 1.498 1.738 -2.152
H 0.232 -2.768 0.492
O -3.947 2.556 -0.084
H -1.589 3.579 0.065
H 3.338 0.042 0.967
O -2.367 -3.013 -0.333
H -1.864 0.383 0.225
H 0.303 -2.930 -2.677
O 1.333 0.208 -3.392
H -0.456 -1.296 0.534
H 1.141 0.132 -4.306
O 3.594 -0.105 1.953
H 2.945 0.505 2.219
H 1.422 -2.235 -1.923
O 1.130 -2.567 -2.850
H 0.866 1.331 -0.994
H -3.737 2.591 -1.024
O 1.402 2.054 -1.183
H 1.035 -0.615 -2.962
H -2.273 -2.066 -0.095

---

40
Properties=species:S:1:pos:R:3 method="wB97M-V/def2-TZVPD" total_energy_ev=-27120.129 largest_force_ev_per_a=1.3 e_above_lowest_kcal_mol=12.5 homo_energy_ev=-10.35
He -0.264 0.258 -0.152
O 1.587 -2.651 1.786
H 2.270 -2.994 1.210
H 1.919 -1.802 2.075
O -2.039 2.453 0.740
H -2.814 2.970 0.957
H -2.235 2.073 -0.116
O -1.466 0.300 2.683
H -1.352 1.110 2.186
H -0.591 0.097 3.015
O -0.553 -2.850 0.231
H 0.220 -2.695 0.773
H -1.035 -2.023 0.257
O 2.702 0.162 2.206
H 3.404 0.098 1.559
H 3.071 -0.227 2.999
O -2.747 0.803 -1.471
H -1.957 0.761 -2.009
H -2.657 0.074 -0.856
O 1.177 -1.504 -2.674
H 0.449 -2.122 -2.616
H 1.883 -1.918 -2.178
O 3.104 1.631 -2.125
H 2.373 2.143 -1.777
H 3.849 2.231 -2.103
O -0.190 1.077 -2.571
H 0.329 0.275 -2.626
H 0.230 1.588 -1.879
O -2.843 -1.144 0.506
H -2.712 -0.793 1.387
H -3.371 -1.931 0.637
O 0.747 2.816 -0.626
H 0.455 2.581 0.255
H 0.046 3.368 -0.971
O 0.901 2.460 2.530
H 1.358 1.633 2.680
H 0.301 2.541 3.271
O -1.193 -3.310 -2.639
H -1.457 -4.211 -2.825
H -0.902 -3.327 -1.728

---

40
Properties=species:S:1:pos:R:3 method="wB97M-V/def2-TZVPD" total_energy_ev=-101969.888 largest_force_ev_per_a=1.2 e_above_lowest_kcal_mol=20.2 homo_energy_ev=-10.06
Kr -0.041 0.151 -0.173
O -3.178 -0.240 1.507
H -3.357 -0.521 2.404
H -3.480 -0.968 0.963
O 1.970 -2.817 1.044
H 1.169 -2.512 1.471
H 2.209 -3.612 1.522
O 3.538 -0.782 1.914
H 2.968 -1.521 1.704
H 3.927 -0.532 1.076
O -0.709 2.935 2.512
H -0.116 2.212 2.312
H -0.135 3.692 2.628
O -3.739 2.154 0.383
H -3.530 1.294 0.749
H -3.850 1.994 -0.555
O -2.933 -1.199 -1.706
H -3.510 -1.391 -2.445
H -2.657 -0.293 -1.845
O -0.888 -2.499 2.199
H -1.322 -1.664 2.022
H -0.534 -2.403 3.083
O 1.533 0.360 -3.753
H 2.442 0.611 -3.917
H 1.296 0.825 -2.951
O -0.833 -3.040 -2.020
H -1.493 -2.351 -1.941
H -0.154 -2.659 -2.577
O -1.726 4.062 -0.009
H -1.287 3.741 0.779
H -2.552 3.578 -0.036
O 2.837 2.426 -1.556
H 3.300 2.517 -2.389
H 3.332 1.761 -1.077
O 1.641 0.964 2.769
H 2.291 0.488 2.252
H 2.030 1.828 2.905
O 1.640 -2.456 -3.289
H 1.599 -1.500 -3.338
H 2.302 -2.633 -2.620

---

40
Properties=species:S:1:pos:R:3 method="wB97M-V/def2-TZVPD" total_energy_ev=-30549.115 largest_force_ev_per_a=0.9 e_above_lowest_kcal_mol=25.6 homo_energy_ev=-10.30
Ne 0.077 -0.392 -0.110
O -2.358 0.639 -2.690
H -1.962 1.409 -2.283
H -3.159 0.968 -3.098
O -3.461 1.665 1.019
H -4.070 1.315 0.369
H -3.033 0.892 1.388
O -0.869 -4.111 1.739
H -0.322 -3.425 2.121
H -1.677 -4.087 2.252
O -2.418 -0.999 2.119
H -2.217 -0.822 3.039
H -2.621 -1.934 2.094
O 4.310 -2.110 0.096
H 3.816 -1.443 -0.382
H 4.719 -1.634 0.818
O 3.119 -0.309 -1.661
H 2.420 -0.884 -1.974
H 2.696 0.542 -1.545
O -3.356 -1.624 -1.484
H -2.737 -0.910 -1.637
H -2.824 -2.327 -1.111
O -1.171 2.693 -0.994
H -0.932 3.504 -0.547
H -1.691 2.209 -0.352
O 2.029 -0.191 2.799
H 2.000 0.373 3.572
H 2.108 0.416 2.063
O -0.736 1.516 2.901
H -0.049 1.061 2.413
H -1.089 0.854 3.494
O 2.540 1.806 0.842
H 3.494 1.756 0.777
H 2.257 2.108 -0.021
O 1.529 2.447 -1.682
H 1.821 2.718 -2.553
H 0.641 2.796 -1.607
O 1.093 -2.228 -3.011
H 0.463 -1.660 -3.455
H 1.623 -2.597 -3.717

---

39
Properties=species:S:1:pos:R:3 method="wB97M-V/def2-TZVPD" total_energy_ev=-27038.000 largest_force_ev_per_a=0.9 e_above_lowest_kcal_mol=91.0 homo_energy_ev=-10.72
H -0.343 0.550 -0.169
H 0.931 -0.279 -0.166
H 1.509 1.211 3.133
H 1.719 2.714 3.064
H 4.823 0.562 -1.587
H 3.555 0.611 -2.424
H -2.494 2.458 -0.793
H -3.596 2.314 0.243
H 3.781 -1.780 2.675
H 2.658 -2.127 1.711
H -1.225 -1.808 2.255
H -0.649 -0.700 1.388
H -1.428 -2.683 0.497
H -1.231 -2.831 -1.003
H 0.626 3.510 -0.058
H 0.238 3.640 1.405
H -3.449 -0.543 0.444
H -4.958 -0.612 0.617
H -5.672 -1.040 -0.857
H -4.536 -0.227 -1.458
H 1.672 -2.142 0.103
H 0.647 -3.213 0.436
H 2.483 -2.457 -2.265
H 3.255 -1.425 -3.070
H 1.625 3.072 -2.709
H 1.565 2.548 -1.284
O 0.197 -0.015 -0.733
O 1.483 2.007 3.675
O 4.012 1.069 -1.709
O -3.374 2.086 -0.666
O 3.529 -2.421 2.001
O -1.274 -0.857 2.105
O -1.663 -2.276 -0.344
O 0.920 3.276 0.829
O -4.142 -0.472 1.111
O -5.498 -0.288 -1.434
O 0.897 -2.590 -0.255
O 2.397 -1.581 -2.659
O 1.009 2.738 -2.048

---

39
Properties=species:S:1:pos:R:3 method="wB97M-V/def2-TZVPD" total_energy_ev=-27037.090 largest_force_ev_per_a=4.2 e_above_lowest_kcal_mol=112.0 homo_energy_ev=-10.52
H -0.191 0.641 -1.243
H -0.059 -0.264 -0.003
H -0.734 -2.668 -3.232
H -0.703 -1.275 -2.806
H 2.558 -2.598 1.072
H 3.323 -1.199 0.865
H 0.101 -2.138 0.099
H -0.681 -3.282 0.085
H -3.240 2.632 1.763
H -2.706 1.626 0.567
H -0.622 1.132 -5.335
H 0.322 1.263 -4.275
H -0.191 -4.107 1.810
H -0.715 -4.821 3.069
H 0.048 -2.597 3.333
H -0.827 -2.654 4.636
H -2.880 -1.200 -4.267
H -3.510 -1.932 -3.151
H 3.721 1.353 -0.084
H 4.454 0.346 0.654
H -2.056 4.978 -0.951
H -1.696 3.502 -1.592
H 2.571 4.141 0.805
H 2.953 3.808 -0.523
H -0.564 3.019 2.449
H 0.222 4.125 3.181
O -0.466 0.535 -0.318
O -0.103 -2.115 -2.736
O 3.016 -1.884 1.544
O 0.256 -3.019 -0.037
O -3.521 2.050 0.956
O -0.612 1.340 -4.362
O -0.082 -4.848 2.320
O -0.008 -2.916 4.190
O -3.015 -1.159 -3.298
O 3.547 0.557 0.313
O -1.417 4.249 -1.006
O 2.212 3.665 0.108
O 0.331 3.315 2.711